Density functional theory data (ωB97M-V with the def2-TZVPD basis set) for an isolated ion of composition C5H15N2O2 and charge +1.

```
24
Properties=species:S:1:pos:R:3:forces:R:3
C 1.0332 0.7477 -0.9972 -1.8 -0.1 -1.3
H -0.1930 -2.1844 0.9552 -0.6 0.4 0.5
H -1.6236 -2.8186 0.2831 0.3 -0.1 0.9
H 2.0988 -0.7397 1.0688 -1.0 -0.6 -0.1
N -1.6490 1.5435 0.0845 0.7 -0.9 -2.3
H 2.6242 -0.6440 -1.4070 0.0 1.0 -0.1
C -0.9354 0.3485 0.5258 3.4 1.3 -2.4
H -1.7493 1.1234 2.0098 1.3 -3.0 0.0
C 0.6808 0.3627 0.4238 -3.7 0.5 -2.6
C -1.4008 -0.8648 -0.2043 0.4 -1.9 -0.5
N -1.2146 -2.0354 0.8167 -1.7 0.2 -1.8
H -0.8999 -1.2016 -1.1880 -0.7 0.8 1.8
H 0.8688 1.8296 -1.1029 0.0 -0.2 0.2
O -1.2175 0.2396 1.8090 -2.8 2.2 4.7
H 2.7324 0.9703 -2.2719 0.3 -0.5 1.1
H 0.9341 1.1545 1.0256 1.1 1.7 2.0
H -1.8157 -1.8048 1.6580 1.4 -0.4 -0.8
H -2.4485 -0.6998 -0.3538 -0.8 -0.5 -0.2
C 2.4599 0.4621 -1.3106 0.7 -0.9 -0.6
H -1.5410 1.6141 -0.9433 -0.5 0.1 0.6
O 1.1395 -0.8594 0.8682 1.8 -0.7 0.5
H 0.2560 0.3078 -1.7509 1.7 0.4 1.0
H 3.0327 0.7882 -0.4138 0.2 0.1 -1.0
H -1.1721 2.3605 0.4151 0.4 0.6 0.4
```
Positions in Å, forces in eV/Å.

Calculated values
SMILES string: CC[C@H](O)[C@](N)(O)C[NH3+]
LUMO energy (eV): -3.09
Gap between HOMO and LUMO (eV): 10.59
E_HOMO (eV): -13.684
Charge: +1